(1)
{"formula": "C16H38O12", "method": "ωB97M-V with the def2-TZVPD basis set", "species": ["H", "C", "H", "O", "H", "H", "H", "H", "H", "O", "C", "O", "H", "O", "C", "H", "H", "H", "H", "O", "H", "H", "O", "C", "H", "C", "H", "O", "H", "H", "H", "C", "O", "C", "H", "H", "H", "H", "O", "H", "C", "H", "C", "H", "H", "C", "C", "H", "H", "O", "C", "H", "O", "H", "H", "H", "H", "H", "C", "C", "O", "C", "H", "H", "C", "H"], "coordinates": [[0.98478, -3.70144, -0.83001], [2.51216, 1.95999, -2.37493], [-2.48096, -0.56314, 1.55485], [-2.40530, -1.56354, -3.51404], [-2.75507, -4.43246, 1.90878], [3.09809, 2.82685, -2.06017], [1.16428, -1.46447, 3.61085], [-0.21985, 3.35821, 2.85985], [2.96989, 1.55603, -3.27837], [3.85169, -0.97281, -4.22307], [-0.18317, 2.65131, 2.02786], [-3.49021, -4.12346, 2.45383], [-2.43455, 2.32265, 0.76712], [-0.98806, 1.69837, -1.06405], [-1.79585, 0.87700, -1.34442], [1.85042, -4.20612, 0.60748], [-3.30503, 1.94233, 2.23806], [3.71615, -0.52192, -3.38045], [-1.67122, -2.61768, 0.38379], [2.46258, 0.94347, -1.39153], [0.85418, -2.77213, 0.67832], [-0.19279, -2.04685, 3.24378], [6.15496, 2.42002, -0.13546], [-2.50177, -0.79563, -2.61587], [-0.68636, 0.55990, 2.03881], [2.79505, 1.37869, -0.08365], [1.32341, 1.09811, 2.01595], [3.91182, 3.46563, -4.77448], [-3.28600, -3.71399, -1.96502], [-3.74898, 4.79085, 3.51305], [-0.51926, 3.20646, 1.15036], [1.87950, 2.48880, 0.46238], [-3.82138, -2.01442, -0.88818], [-2.51847, 1.59303, 1.57252], [1.07648, 2.68072, -0.25023], [-0.52274, -4.41556, 1.73127], [1.89921, 2.62617, 2.62085], [-1.12384, -2.91618, -1.29250], [-2.00680, 0.49420, -2.67225], [-4.02895, 0.08669, 1.10325], [-0.23860, -4.66272, 0.69824], [0.07161, -5.70675, 0.69250], [-3.20921, -3.31979, -0.95068], [2.46123, 3.41147, 0.53577], [2.69593, 0.48809, 0.54099], [-3.04784, -0.98287, -1.23892], [-2.95467, 0.24175, 0.98068], [6.66175, 1.89926, -0.76634], [-3.79487, -3.94999, -0.28667], [-3.53506, 4.48776, 2.62508], [-1.17004, 1.50446, 2.30981], [3.84569, 1.68781, -0.04712], [-1.40220, -4.60351, -0.12957], [6.69826, 2.44626, 0.65808], [4.42979, 2.76711, -5.18761], [-4.20387, -4.73838, 2.25759], [-4.24425, 4.83279, 2.07357], [3.09826, -0.71069, -4.76083], [-2.64843, 0.02896, -0.46708], [-1.76342, -3.28478, -0.48440], [0.75256, -2.17757, 3.11217], [1.27506, 2.17811, 1.84378], [1.50383, 2.29288, -2.63900], [-1.36556, 1.44605, 3.38465], [0.91255, -3.77391, 0.25640], [3.59957, 4.00407, -5.50816]], "smiles": "CCOCCOC1=C(CCCCCCCOC)C(=O)OC1=O.O.O.O.O.O.O", "e_lumo_ev": -0.265, "gap_ev": 8.757}

(2)
{"formula": "C2H9N3O2", "method": "ωB97M-V with the def2-TZVPD basis set", "species": ["H", "O", "N", "N", "H", "H", "C", "H", "H", "C", "N", "H", "H", "O", "H", "H"], "coordinates": [[-1.72981, -0.11006, 0.88065], [0.63885, -0.48483, 1.54945], [0.89799, 1.56907, 0.53448], [-1.79596, 0.43617, -1.12484], [-0.60082, 0.58405, -1.04950], [1.17903, 1.97510, -0.35321], [0.54706, 0.19431, 0.30591], [2.41210, -0.31943, -0.27522], [-1.92011, -0.14330, -1.95314], [-1.29513, -0.34634, -0.09233], [1.46906, -0.30737, -0.65834], [-1.22423, -2.12695, 0.55100], [1.33783, -0.03118, 2.04949], [-1.19266, -1.69765, -0.32011], [1.20562, -1.25743, -0.90121], [0.07117, 2.06584, 0.85692]], "e_above_lowest_kj_mol": 349.17, "e_lumo_ev": 0.728, "gap_ev": 9.059}

(3)
{"formula": "C2H6ClN3P2", "method": "ωB97M-V with the def2-TZVPD basis set", "species": ["N", "P", "H", "Cl", "P", "H", "H", "C", "H", "N", "H", "H", "C", "N"], "coordinates": [[2.05606, 2.72029, 1.97742], [2.88816, 1.52164, 1.96334], [-1.10576, -2.36075, -1.60522], [1.70899, -0.50936, 0.11311], [-0.20690, -0.83414, -0.00370], [-1.36324, -1.11054, 1.78593], [0.22967, 2.10199, 0.48461], [-0.77059, 1.79025, -0.00486], [-1.49911, 2.49128, -0.06938], [-1.00922, 0.57816, -0.20227], [-0.56650, -0.83655, -2.38012], [0.58360, -2.21416, -1.71267], [-0.31043, -1.70304, -1.65330], [-0.63472, -1.63508, 1.30710]], "e_above_lowest_kj_mol": 112.71, "smiles": "C=N[P@](C)(=N)Cl.N#P", "e_lumo_ev": -0.117, "gap_ev": 8.707}

(4)
{"formula": "C9H13BMnN2", "method": "ωB97M-V with the def2-TZVPD basis set", "species": ["C", "H", "H", "C", "H", "H", "N", "H", "C", "C", "H", "H", "H", "H", "B", "C", "H", "N", "C", "H", "Mn", "C", "H", "C", "H", "C"], "coordinates": [[0.07962, -1.76621, -1.78632], [1.03716, -3.13770, 1.39374], [-1.15340, -1.67642, 1.79123], [-1.84795, 2.19592, 1.15680], [-1.12899, 1.28139, -2.52167], [-2.08238, -1.16287, -1.85881], [-0.70246, -0.99929, 1.16391], [2.82948, -3.02854, 1.96753], [-0.52596, 0.39338, -2.32611], [1.26531, -1.01145, -2.00089], [2.89632, 0.21799, -0.02417], [0.02866, -2.81581, -1.49363], [2.19604, 0.80543, 1.61268], [-2.14228, 4.16578, 2.28862], [-2.80353, 3.33142, 1.75498], [2.35620, -0.01325, 0.90227], [-3.43161, 3.82653, 0.87240], [-1.09494, 1.30112, 0.68543], [0.89392, 0.32240, -2.34399], [-3.54750, 2.84621, 2.54846], [0.09946, -0.11817, -0.06224], [1.94315, -2.54299, 1.53529], [1.57710, 1.14511, -2.56502], [2.00513, -1.26945, 1.20347], [2.28470, -1.39594, -1.92003], [-1.03125, -0.89460, -1.97395]], "s_squared": 6.065, "spin_multiplicity": 5, "charge": -1, "e_lumo_ev": [3.238, 3.244], "gap_ev": [6.920, 7.080]}

(5)
{"formula": "C5H8N2S", "method": "ωB97M-V with the def2-TZVPD basis set", "species": ["C", "H", "C", "N", "H", "C", "C", "H", "H", "N", "H", "H", "C", "H", "H", "S"], "coordinates": [[2.12750, -1.13642, -0.34659], [-1.46936, 0.75386, 0.91938], [0.73844, -1.75877, -0.30505], [0.44876, 1.91555, -0.24890], [-1.90522, -1.16848, 1.46384], [-1.50180, -0.39892, 0.60149], [-0.14554, -0.52012, -0.09453], [3.19155, -1.60155, -0.39139], [-0.47289, 2.34206, -0.53714], [2.00507, 0.23450, -0.41139], [0.29870, 2.07188, 0.78509], [2.60856, 1.03802, -0.90456], [0.70871, 0.52529, -0.32480], [-3.96099, 0.81174, 0.40974], [0.43739, -2.79455, 0.05350], [-3.10888, -0.31409, -0.66869]], "e_above_lowest_kj_mol": 444.99, "e_lumo_ev": 0.108, "gap_ev": 8.171}

(6)
{"formula": "C23H49N2OP3SeW", "method": "ωB97M-V with the def2-TZVPD basis set", "species": ["H", "H", "C", "C", "H", "N", "H", "P", "C", "P", "H", "H", "H", "H", "C", "C", "C", "H", "H", "H", "C", "H", "H", "H", "H", "H", "O", "H", "H", "H", "H", "H", "C", "C", "H", "C", "H", "C", "H", "C", "H", "H", "C", "C", "W", "Se", "H", "C", "H", "H", "H", "H", "H", "N", "H", "H", "C", "P", "H", "H", "H", "H", "H", "H", "H", "C", "C", "C", "H", "H", "C", "H", "C", "H", "H", "H", "C", "H", "H", "C"], "coordinates": [[-0.20441, -3.90497, -2.91070], [-3.10886, 2.36280, -1.02376], [0.24525, -1.53423, 5.61777], [-0.40059, -0.94579, 6.84474], [1.09859, -2.16942, 5.88371], [0.71729, -0.46863, 4.77689], [-4.44119, -0.11925, -2.92488], [-2.57269, 0.01183, -1.38989], [2.22043, -0.02256, -1.32494], [0.42210, -2.44671, -1.01429], [-1.79263, 3.46434, -1.59412], [-2.31660, -0.43097, 5.97876], [-1.64265, 2.45212, 1.04051], [1.93202, -4.33151, -1.01226], [2.16054, -0.15200, 0.09951], [-1.45316, 0.06759, 6.45666], [-0.69999, 3.50127, -1.69481], [1.63199, 4.13317, -0.49785], [-0.31241, -4.70438, -1.32779], [-0.14626, -3.72057, 0.98412], [2.78462, 0.10449, -5.01253], [2.11787, -1.76944, 3.96382], [-0.99542, -2.16748, 1.01316], [-0.34838, 4.50670, -1.40260], [-4.51137, 1.29079, -0.80999], [-0.06685, 0.76584, -6.80932], [0.53713, 1.59342, 3.84105], [2.48180, -1.09536, 0.54888], [-1.59740, -3.58815, -1.86917], [0.36520, -0.48337, 7.47674], [-3.27098, 1.38993, 0.46725], [2.64933, -3.01489, -0.05308], [-3.43662, 1.40560, -0.61484], [1.78220, 3.04039, -0.46580], [-0.43191, 3.31695, -2.74744], [1.44370, 0.40191, -5.28477], [2.68556, -2.95048, -1.83283], [1.89104, 0.41465, -7.67129], [-2.13927, 2.54695, 6.29427], [-0.51569, -3.76830, -1.86719], [2.08840, 0.72392, 0.75277], [3.93959, -0.04179, -8.24094], [0.12905, 0.77348, 4.68353], [-0.54709, 2.52516, 1.04016], [0.01879, 0.01280, -1.60980], [0.05153, 0.74014, -3.87490], [-0.48187, -2.15929, 5.06837], [-0.03988, -2.64999, 0.77900], [-1.83949, 0.58403, 7.34138], [-0.88884, 3.09388, 5.14709], [-3.01813, -0.98831, -3.57484], [2.45827, 2.75666, -1.28494], [1.26041, -0.71035, 2.76266], [-0.89240, 1.05235, 5.56597], [2.53319, -0.90250, -1.88639], [-0.87761, -1.74531, 7.41305], [2.08197, -3.24254, -0.96490], [0.13982, 2.25079, -0.63049], [-3.32541, -1.19980, 0.57116], [-0.90011, -0.98935, -0.52516], [-0.25536, 3.54282, 1.34660], [-4.48171, -1.36780, -0.77469], [3.12989, -0.01826, -3.98141], [2.23758, 2.76493, 0.49626], [-0.13872, 1.82385, 1.78527], [3.68596, -0.03811, -6.09150], [-3.34978, -0.08785, -3.04476], [-1.59723, 2.29390, 5.37836], [1.56717, 0.56285, -8.70436], [-3.07683, 0.78819, -3.64430], [0.98782, 0.54337, -6.61194], [-2.97665, -2.33663, -0.76203], [3.23620, 0.09728, -7.41167], [2.44070, 0.93732, -1.80040], [-2.32097, 2.20944, 4.55640], [4.74639, -0.24935, -5.89813], [1.70541, -0.76640, 3.77165], [2.51043, -0.01549, 3.80293], [0.71081, -2.18949, 1.43519], [-3.41261, -1.36087, -0.51190]], "s_squared": 2.156, "spin_multiplicity": 3, "charge": 4, "e_lumo_ev": [-13.899, -13.803], "gap_ev": [4.951, 5.115]}